1.
98
Properties=species:S:1:pos:R:3:lowdin_charge:R:1 method="wB97M-V/def2-TZVPD" e_lumo_ha="-0.049 / -0.062" de_lowest_kcal_mol=32.66 homo_lumo_gap_ev="5.91 / 5.63"
S -1.95 -1.37 1.16 0.920
H 2.30 -6.12 -3.99 0.123
H -1.35 -1.50 -8.13 0.092
H -0.84 0.55 -7.24 0.118
C 4.43 -2.75 -1.37 -0.032
H -4.64 -2.68 1.97 0.067
C -2.93 -0.22 2.15 -0.366
C -5.12 -1.41 -5.53 -0.050
H -2.56 -0.28 -1.78 0.064
H 0.46 2.37 -6.92 0.089
C -0.02 2.14 1.62 -0.453
C -2.56 3.80 3.90 -0.082
C -0.31 -0.60 -5.67 -0.798
H -1.27 2.09 4.06 0.103
H 0.96 -0.76 3.67 0.121
O 2.85 -1.19 0.18 -0.145
C -2.37 5.06 1.87 -0.077
C -3.03 1.61 -4.56 -0.073
H -3.08 1.21 0.55 0.056
O -1.34 -0.54 0.07 -0.697
H -2.18 0.30 2.75 0.052
H -1.25 -2.33 -5.36 0.025
H -2.63 4.25 -1.27 0.037
O 0.49 2.36 0.52 -0.105
N 0.25 1.06 2.43 0.055
H -2.70 2.57 -4.97 0.116
H -5.36 -1.01 -6.51 0.076
C 3.80 -3.19 0.99 -0.208
C 3.96 -4.06 2.03 -0.006
C -2.96 0.02 -2.75 -0.104
H 3.42 -2.66 -1.76 0.084
H 3.44 -4.59 4.06 0.104
C 1.69 -4.81 -0.94 -0.020
C 0.86 -4.58 -3.58 -0.096
H -3.92 -1.57 -0.16 0.079
H -4.09 1.58 1.95 0.080
C 0.59 1.64 -6.12 -0.087
H 5.05 -3.31 -2.07 0.101
C -4.01 -3.23 1.27 -0.126
H -3.50 3.77 -2.76 0.060
C -2.61 1.24 -3.29 -0.388
C 2.45 -2.82 3.43 -0.064
C 2.28 -5.59 -1.92 -0.134
H -2.72 -2.84 -0.44 0.066
C -2.96 4.87 3.11 -0.087
H 0.53 -4.49 -4.60 0.100
Tl 0.96 0.24 -0.94 0.945
C 0.70 -3.90 -1.27 -0.094
C -3.73 0.77 1.32 -0.113
H -3.00 3.66 4.88 0.102
N -1.15 -1.58 -6.04 -0.046
H 0.28 2.08 -5.18 0.056
H -4.65 -3.90 0.70 0.079
H 4.22 -5.27 -0.49 0.063
O 4.26 -6.23 -0.68 0.113
C -3.77 -0.83 -3.48 -0.067
H 0.24 -3.28 -0.51 0.096
C 2.95 -2.01 1.12 -0.282
H -3.70 2.82 -1.25 0.056
N -0.23 0.48 -6.45 -0.029
H -2.67 -0.73 -7.22 0.067
O -0.79 3.16 -3.28 -0.520
C -1.41 4.18 1.41 -0.031
C 1.39 -0.80 2.67 -0.084
H 4.85 -1.76 -1.21 0.096
C 1.85 -5.48 -3.24 -0.006
C -3.26 -2.29 0.33 -0.396
H 1.64 1.36 -6.06 0.077
H -6.06 -1.59 -5.00 0.084
H 2.00 -4.90 0.10 0.120
C -3.84 0.76 -5.28 -0.057
H -4.58 0.30 0.83 0.073
S 0.64 -0.75 -4.27 0.617
C 2.25 -1.86 2.39 -0.116
H -2.53 -2.49 -7.27 0.091
N 1.06 0.20 1.86 -0.020
H -3.71 5.56 3.47 0.101
C -3.01 3.41 -1.85 -0.216
C 0.27 -3.78 -2.60 -0.664
C -4.23 -0.47 -4.75 -0.282
C -1.96 -1.56 -7.23 -0.074
O 4.47 -3.53 -0.16 -0.123
C 3.36 -6.59 -1.61 -0.488
S -1.00 -2.66 -3.01 0.683
S -1.61 2.38 -2.32 0.846
C -1.59 2.91 3.45 -0.048
H -4.04 -1.80 -3.08 0.108
H -3.32 -3.84 1.85 0.077
H -4.19 1.05 -6.26 0.112
O 3.42 -7.66 -2.15 0.116
C 3.29 -3.88 3.26 -0.077
H -3.55 -0.82 2.83 0.087
H -4.64 -2.38 -5.66 0.077
H 1.93 -2.67 4.36 0.108
H -2.67 5.90 1.25 0.103
C -1.02 3.09 2.19 -0.147
H 4.61 -4.92 1.88 0.125
H -0.92 4.31 0.45 0.111

***

2.
93
Properties=species:S:1:pos:R:3:lowdin_charge:R:1 method="wB97M-V/def2-TZVPD" e_lumo_ha=-0.509 de_lowest_kcal_mol=0.00 homo_lumo_gap_ev=5.23 charge=+4
C -0.33 -1.26 -5.97 -0.024
C -3.35 -1.78 2.32 -0.072
C 3.99 0.63 0.73 -0.065
H -4.78 -2.68 5.24 0.136
C 2.72 -4.46 2.04 0.004
P -0.66 -1.47 1.65 0.702
H -3.61 -1.57 1.29 0.091
H -0.64 -2.05 4.40 0.125
H 4.33 -0.18 1.38 0.101
N -1.42 0.72 -2.40 -0.089
C -4.35 2.63 3.77 -0.019
H 4.63 1.22 -3.95 0.087
N 3.01 0.05 -3.18 -0.284
P -0.84 1.79 2.02 0.695
P 2.96 0.80 -1.75 0.645
H 4.13 -0.13 -4.94 0.109
C 2.96 -3.23 1.42 -0.032
H -2.43 -2.63 5.99 0.135
H 2.14 -1.33 0.87 0.060
C -1.67 -2.05 4.08 -0.098
C -0.27 0.70 -4.58 -0.033
C -4.18 2.11 5.04 0.000
C 1.10 4.78 3.87 -0.010
H 1.99 4.17 -1.97 0.105
H 4.69 1.46 0.85 0.100
C 1.47 -4.75 2.57 -0.007
H -3.50 2.90 1.83 0.087
H 3.32 4.30 1.35 0.112
H -2.87 1.05 6.38 0.131
C 2.66 -1.37 -3.30 -0.051
C 1.52 3.18 1.62 -0.106
H 3.52 -2.02 -3.15 0.097
H -0.71 3.68 4.16 0.116
C -2.20 1.78 3.15 -0.385
N 3.95 0.14 -0.66 -0.283
C -2.00 1.27 4.44 -0.091
C 0.70 -2.58 1.88 -0.368
C 0.45 -3.82 2.48 -0.048
C -3.36 2.48 2.82 -0.074
C 3.76 0.67 -4.30 -0.029
H -0.05 1.76 -4.46 0.115
H -1.45 1.72 -2.63 0.091
H -5.37 -2.14 2.91 0.132
H 5.36 -1.41 -0.46 0.094
C 0.03 0.07 -5.78 -0.036
H 2.96 5.70 3.35 0.136
H -2.40 0.48 -2.23 0.111
H -4.95 2.24 5.79 0.135
S -1.54 2.16 0.05 0.538
C -4.34 -2.11 3.23 -0.017
C 4.43 3.06 -1.66 -0.039
W -0.24 0.31 -0.45 1.180
H 3.12 1.32 -4.88 0.087
H 4.86 3.35 -2.62 0.105
C 2.44 4.15 1.96 -0.036
H -0.12 -1.74 -6.92 0.133
H 5.12 2.38 -1.16 0.075
H 2.25 -1.55 -4.29 0.093
H 2.47 3.50 -3.54 0.105
N 3.12 2.41 -1.84 -0.282
C -2.02 -1.76 2.75 -0.376
O 1.43 0.58 -1.23 -0.474
C -1.00 -1.96 -4.97 -0.027
C 1.95 -2.29 1.33 -0.088
C -3.01 1.43 5.38 -0.028
H 1.66 2.58 0.73 0.059
H 3.00 0.95 1.06 0.053
H 0.51 0.62 -6.57 0.129
C 5.20 -0.53 -1.08 -0.033
C -0.97 0.00 -3.60 -0.310
C 0.39 3.00 2.43 -0.349
H -1.31 -2.98 -5.14 0.131
C 2.13 3.25 -2.54 -0.053
C 0.17 3.81 3.55 -0.034
H -1.92 -1.86 -3.04 0.079
H -5.26 3.17 3.52 0.133
C -2.68 -2.38 4.97 -0.023
C -1.33 -1.33 -3.78 -0.054
H 5.14 -0.84 -2.12 0.080
H 1.18 2.73 -2.61 0.051
H 4.31 3.95 -1.06 0.097
C 2.23 4.95 3.09 0.002
H 1.89 -1.63 -2.57 0.072
H 3.52 -5.19 2.10 0.137
H 1.29 -5.71 3.04 0.137
H -1.07 0.80 4.72 0.120
H 0.95 5.40 4.74 0.135
C -0.11 0.25 1.47 -0.633
S -1.33 -1.71 -0.37 0.534
H 6.06 0.14 -0.96 0.105
H -0.53 -4.07 2.87 0.119
H 3.93 -3.02 1.00 0.112
C -4.00 -2.41 4.54 0.004

***

3.
93
Properties=species:S:1:pos:R:3:lowdin_charge:R:1 method="wB97M-V/def2-TZVPD" e_lumo_ha=-0.161 de_lowest_kcal_mol=5.47 homo_lumo_gap_ev=8.73 charge=+2
H -7.60 -1.53 -0.89 0.096
N 0.93 3.02 -0.20 -0.063
H -5.06 -3.07 -3.18 0.095
H 2.94 5.70 -0.31 0.123
C -5.73 -1.39 -1.97 -0.556
C 4.00 -1.44 0.08 -0.151
H -0.31 -4.50 4.71 0.091
C -2.12 -2.23 1.76 0.052
H -0.36 -0.18 -4.45 0.109
C 4.63 0.70 -0.45 -0.309
C -1.51 -1.48 0.77 -0.206
C 0.44 0.49 -4.76 -0.137
C -6.39 -0.66 -3.14 -0.058
H -1.84 -5.39 2.87 0.096
C 1.88 3.87 -0.63 -0.294
H -5.84 -0.80 -4.06 0.091
C 2.59 3.52 -1.92 -0.126
H 4.29 2.41 -3.69 0.136
H 4.62 1.11 5.46 0.117
H -4.24 0.63 -3.24 0.112
H 4.07 0.76 -3.13 0.137
C 1.49 5.32 1.24 -0.028
H -6.64 -0.11 -0.45 0.096
H -4.00 -2.42 3.78 0.080
C 1.46 1.88 -6.39 -0.020
C 3.84 1.74 3.65 -0.930
H 3.23 -2.21 0.02 0.111
H -1.94 1.29 -2.72 0.107
C -1.14 -3.89 5.07 -0.058
N 1.41 0.71 -3.88 -0.043
H 1.86 3.55 -2.73 0.134
C -3.25 -2.69 4.54 -0.031
S 2.77 1.40 2.40 0.648
H -2.89 -1.77 4.99 0.095
H -6.67 -3.26 -2.49 0.095
Ba 1.10 0.44 -1.10 1.837
C 2.18 5.03 0.07 -0.004
H 3.35 4.28 -2.14 0.139
H -3.99 -2.23 -0.08 0.108
H 1.70 6.22 1.79 0.121
H -1.68 -4.49 5.81 0.095
H -7.39 -1.06 -3.29 0.095
N 3.17 2.17 -1.90 -0.276
C 0.48 -1.54 1.92 -0.146
C 0.42 1.05 -6.03 -0.030
N -0.21 -1.14 0.85 -0.042
H 1.49 2.34 -7.37 0.124
H -0.75 -3.02 5.59 0.090
C -3.72 0.14 -2.44 0.017
C 0.29 3.29 0.93 -0.172
C 6.15 -0.71 0.75 -0.027
H -6.49 0.41 -2.94 0.092
C 2.47 2.12 -5.47 0.003
H -6.19 -1.71 0.16 0.080
C -5.67 -2.89 -2.29 -0.031
H 0.56 -2.60 3.77 0.110
C 2.42 1.52 -4.22 -0.288
C 5.88 0.51 0.15 -0.007
H -5.25 -3.47 -1.47 0.081
N 3.72 -0.27 -0.48 -0.059
H -3.15 -5.39 4.06 0.095
H 5.21 3.10 4.40 0.116
C 0.52 4.43 1.68 -0.041
N -1.71 -0.02 -1.15 -0.041
C -2.65 -4.79 3.30 -0.031
H 3.30 2.77 -5.73 0.124
C -0.06 -2.31 2.94 0.020
N 4.00 0.91 4.68 0.104
H 1.51 -1.22 1.98 0.056
H -0.45 2.56 1.26 0.115
H 5.21 2.50 -1.43 0.142
H -3.37 -4.57 2.52 0.080
H 6.61 1.30 0.14 0.126
H 5.37 -2.67 1.18 0.116
C 5.19 -1.71 0.73 -0.036
C -4.32 -0.88 -1.70 -0.132
H -3.76 -3.27 5.30 0.095
C 4.30 2.08 -0.98 -0.144
C 3.56 1.71 -3.25 -0.135
H 7.11 -0.87 1.23 0.121
C -2.10 -3.51 3.94 -0.556
C -3.56 -1.43 -0.67 0.052
H 4.47 3.51 2.90 0.090
C -1.40 -2.68 2.88 -0.133
C -2.43 0.51 -2.14 -0.140
N 4.61 2.84 3.63 0.103
C -6.59 -1.17 -0.71 -0.031
H -0.40 0.83 -6.71 0.118
H -0.03 4.61 2.60 0.119
H 3.43 0.09 4.73 0.097
H -3.17 -2.46 1.69 0.107
C -2.28 -0.97 -0.40 -0.205
H 4.06 2.70 -0.11 0.107

***

4.
90
Properties=species:S:1:pos:R:3:lowdin_charge:R:1 method="wB97M-V/def2-TZVPD" e_lumo_ha=0.002 de_lowest_kcal_mol=17.45 homo_lumo_gap_ev=6.71
P -3.48 1.24 2.91 0.836
H 1.73 0.19 -9.22 0.071
H -4.65 -0.97 7.24 0.106
H -1.91 3.01 3.22 0.030
C -3.85 -2.59 4.38 -0.096
H -2.95 2.89 4.65 0.040
C 0.96 -0.72 3.14 -0.140
H 5.16 -2.53 3.47 0.114
C 2.38 1.28 -1.73 -0.285
H 2.15 2.18 -3.68 0.071
C 1.31 -0.36 -7.18 -0.275
H 0.05 -2.28 -3.33 0.053
Hg -1.94 0.12 0.86 0.876
H -5.36 2.44 3.93 0.037
C 0.99 -2.15 -3.87 -0.075
H -0.39 -1.68 -1.06 -0.009
C 2.39 -0.62 3.24 -0.228
C -2.40 2.32 3.91 -0.254
C 4.55 -1.64 3.39 -0.084
C -3.79 -0.19 4.04 -0.376
O -2.63 2.98 0.73 -0.194
H -4.27 0.97 5.78 0.104
C 0.25 1.16 -5.61 -0.320
N -0.83 1.62 0.09 -0.270
H 2.36 1.53 3.09 0.131
H 5.89 0.06 0.05 0.093
C -4.15 -0.04 5.38 -0.086
C 0.32 0.19 -4.59 -0.403
C 2.98 0.65 3.19 -0.005
H 1.81 -2.28 -6.38 0.115
C -2.26 -3.41 1.80 -0.263
C 3.74 0.07 -0.12 -0.243
H 5.07 -1.00 1.20 0.067
H 1.32 -1.51 -9.00 0.079
H -1.40 -3.33 2.46 0.040
C 5.01 -0.04 0.68 -0.050
H -4.94 3.00 2.29 0.041
H 5.06 0.75 1.44 0.046
C 0.51 -1.82 -0.47 -0.131
H 0.92 -2.81 -0.69 0.086
C 4.36 0.75 3.25 -0.109
C 1.36 0.32 -1.60 -0.404
H 3.12 3.12 -2.54 0.076
H -4.38 -3.27 6.34 0.106
C -5.07 2.13 2.93 -0.258
C 2.25 2.48 -2.63 -0.072
H 1.26 -3.10 -4.34 0.075
H 0.68 1.63 -7.65 0.116
C -0.34 2.54 -5.43 -0.094
P -3.14 -1.81 1.80 0.749
C -0.70 3.99 -0.25 -0.057
H -1.04 4.22 -1.26 0.068
H -5.31 -1.26 0.90 0.045
C 1.37 -1.31 -6.17 -0.026
H -0.59 2.77 -4.40 0.003
Te -0.47 0.64 -2.64 1.405
C 5.14 -0.39 3.35 -0.113
C 1.54 -0.75 -0.73 -0.315
C 0.88 -1.06 -4.90 -0.296
C 1.84 -0.66 -8.55 -0.055
H -2.90 -4.23 2.11 0.041
H 4.33 1.89 -1.10 0.116
H 2.90 -0.92 -8.52 0.079
C 3.17 -1.76 3.33 -0.041
H -5.86 1.50 2.51 0.037
C -1.48 2.77 0.25 -0.839
H 1.36 3.06 -2.37 0.051
C -4.37 -1.12 6.21 -0.072
H 1.76 -1.92 -3.13 0.075
C -4.71 -2.17 0.97 -0.246
H 4.82 1.73 3.21 0.123
H -3.73 -3.60 4.01 0.093
C -4.22 -2.41 5.70 -0.076
H 0.36 3.30 -5.79 0.081
H -5.27 -2.92 1.53 0.051
H -1.26 2.64 -6.03 0.083
H 0.23 -1.82 0.59 0.026
H -0.92 4.85 0.39 0.065
C 2.73 -0.86 -0.01 -0.025
H 0.37 3.79 -0.28 0.051
C 0.74 0.86 -6.88 -0.029
H -4.52 -2.54 -0.04 0.049
H -1.91 -3.60 0.79 0.044
H 2.86 -1.70 0.67 0.110
H -1.64 1.71 4.41 0.036
C 3.55 1.14 -1.00 -0.010
C -3.62 -1.50 3.55 -0.379
H 2.70 -2.74 3.35 0.122
H 6.22 -0.30 3.39 0.124
N -0.18 -0.76 3.05 0.170

***

5.
89
Properties=species:S:1:pos:R:3:lowdin_charge:R:1 method="wB97M-V/def2-TZVPD" e_lumo_ha="-0.239 / -0.228" de_lowest_kcal_mol=0.00 spin_multiplicity=2 homo_lumo_gap_ev="7.66 / 7.95" s2=0.76 charge=+2
H -2.14 0.95 -5.62 0.117
C -3.93 0.28 -4.62 -0.046
H 3.54 -2.66 -2.42 0.115
C -1.06 4.87 1.50 -0.015
C 3.61 2.14 3.14 -0.160
H -4.02 -1.41 -1.70 0.105
H 0.53 -2.58 0.91 0.007
H 0.83 1.82 4.52 0.030
C -2.96 1.30 0.01 -0.123
H 4.40 -1.50 1.51 0.035
H 1.88 -0.20 4.60 0.035
C -0.19 -2.97 -3.36 -0.077
H -1.93 -0.50 2.36 0.098
H 0.27 -0.57 4.02 0.026
C 0.76 -3.69 -4.06 -0.044
C 2.72 1.43 -2.66 -0.022
H -3.51 0.46 -0.38 0.103
H -3.99 -4.65 2.07 0.124
H 1.54 -3.33 2.14 0.057
H 3.83 3.13 3.55 0.053
H -2.84 -2.67 2.98 0.127
H -0.42 4.71 2.37 0.076
H -2.15 1.84 -1.91 0.110
C -2.05 -2.07 1.08 -0.298
H 0.81 3.52 4.08 0.051
C -3.03 1.63 1.36 -0.074
C -1.50 3.20 -0.35 -0.041
H 4.46 -0.39 2.89 0.024
H -3.81 -5.20 -0.34 0.123
H -1.23 -3.03 -3.66 0.110
H 2.93 1.69 -3.69 0.122
Si 1.93 2.21 2.33 0.477
H 1.38 -1.88 4.42 0.051
C 1.45 1.60 -2.15 -0.097
C -2.60 -3.49 -0.78 -0.059
H -2.47 3.03 2.88 0.137
C 2.12 0.84 -0.03 -0.438
H -0.54 -1.30 2.17 0.048
C 1.54 -2.03 -1.97 -0.107
H 4.18 0.25 0.17 0.111
C -3.60 -0.88 -2.54 -0.097
H 1.17 3.74 0.45 0.004
C 0.67 2.51 3.69 -0.156
C -2.22 -0.70 -2.65 -0.386
H 0.64 1.98 -2.76 0.119
Si 2.07 -0.95 2.24 0.463
H 0.46 -4.33 -4.88 0.119
C -2.20 2.09 -0.86 -0.116
H -5.51 -0.55 -3.44 0.119
P -1.04 -1.21 -1.36 1.101
C -4.45 -0.39 -3.53 -0.046
C -1.62 3.58 0.99 -0.250
C 2.10 -3.59 -3.72 -0.044
C -3.42 -4.01 1.41 -0.031
C 2.03 3.63 1.11 -0.152
C 3.91 -1.22 2.45 -0.155
H 2.24 -2.81 0.62 0.036
H 4.72 0.81 -2.19 0.129
C 3.42 0.62 -0.50 -0.005
C -2.36 2.75 1.84 -0.029
C 2.49 -2.75 -2.68 -0.052
C 1.31 -0.89 3.96 -0.165
C 0.19 -2.15 -2.30 -0.345
H 2.91 3.52 0.48 0.051
C 3.71 0.94 -1.81 -0.006
H -0.37 2.41 3.38 -0.001
Ti -0.40 0.68 0.37 0.938
H -0.91 3.80 -1.03 0.134
H 1.84 -1.38 -1.17 0.066
H -2.53 -3.72 -1.84 0.112
N 1.17 1.32 -0.87 -0.041
C -2.55 0.45 -4.75 -0.051
H -4.59 0.65 -5.39 0.119
N -1.33 -0.93 1.65 0.013
H -3.64 1.04 2.03 0.131
H 2.85 -4.15 -4.27 0.119
C -2.78 -2.89 1.92 -0.008
H 2.15 4.57 1.66 0.055
C 1.51 -2.54 1.39 -0.149
H -0.63 0.07 -3.88 0.105
H 4.41 1.90 2.44 0.041
H -1.89 5.50 1.82 0.111
C -3.32 -4.32 0.06 -0.034
C -1.70 -0.04 -3.77 -0.110
H 3.66 1.43 3.97 0.033
C 1.54 0.63 1.32 -0.402
H -0.50 5.40 0.74 0.094
H 4.02 -2.08 3.12 0.056
C -1.96 -2.35 -0.29 -0.309